C28H27As2BeO3 as an isolated structure, computed with wB97M-V/def2-TZVPD.

Structure (XYZ):
```
61
Properties=species:S:1:pos:R:3:lowdin_charge:R:1
Be 0.707 0.521 -1.698 -0.17
C -0.182 -0.032 1.582 -0.43
C -1.492 -0.235 0.820 -0.39
As -1.448 0.628 -0.968 1.37
C -3.295 0.239 -1.445 -0.35
C -3.546 -0.326 -2.690 -0.09
C -4.846 -0.639 -3.069 -0.09
C -5.899 -0.389 -2.203 -0.10
C -5.653 0.173 -0.957 -0.09
C -4.355 0.484 -0.578 -0.13
C -1.591 2.529 -0.386 -0.34
C -0.460 3.118 0.177 -0.13
C -0.473 4.446 0.583 -0.09
C -1.619 5.211 0.422 -0.11
C -2.746 4.645 -0.154 -0.10
C -2.732 3.315 -0.560 -0.11
As 1.397 -0.435 0.444 1.35
C 2.663 -0.720 1.936 -0.36
C 2.937 0.355 2.781 -0.13
C 3.810 0.216 3.851 -0.11
C 4.427 -1.003 4.088 -0.12
C 4.171 -2.078 3.248 -0.10
C 3.297 -1.938 2.176 -0.10
C 1.008 -2.359 0.128 -0.35
C 1.186 -2.956 -1.118 -0.10
C 0.890 -4.307 -1.291 -0.08
C 0.415 -5.069 -0.231 -0.12
C 0.242 -4.482 1.012 -0.12
C 0.541 -3.136 1.187 -0.15
H -0.167 -0.649 2.483 0.06
H -0.114 1.011 1.899 0.05
H -2.326 0.139 1.417 0.06
H -1.648 -1.302 0.648 0.07
H -2.723 -0.527 -3.367 0.10
H -5.034 -1.080 -4.040 0.10
H -6.913 -0.633 -2.497 0.09
H -6.474 0.368 -0.279 0.10
H -4.181 0.924 0.396 0.10
H 0.454 2.545 0.296 0.07
H 0.416 4.886 1.019 0.10
H -1.630 6.248 0.735 0.09
H -3.640 5.242 -0.293 0.09
H -3.621 2.907 -1.022 0.08
H 2.459 1.314 2.605 0.09
H 4.009 1.060 4.501 0.09
H 5.108 -1.115 4.923 0.09
H 4.655 -3.030 3.428 0.10
H 3.120 -2.788 1.534 0.10
H 1.555 -2.370 -1.950 0.08
H 1.031 -4.763 -2.263 0.10
H 0.184 -6.119 -0.374 0.09
H -0.126 -5.070 1.845 0.09
H 0.400 -2.693 2.168 0.09
O 0.378 -0.769 -2.246 -0.63
C 4.442 2.016 -2.739 -0.14
O 3.111 1.909 -2.278 -0.18
C 2.459 0.674 -2.317 -0.47
O 3.076 -0.272 -2.747 -0.02
H 4.762 3.053 -2.623 0.07
H 4.513 1.739 -3.795 0.08
H 5.110 1.372 -2.157 0.08
```

Properties
LUMO level, eV: 2.70
Relative energy (zero: lowest compared OMol25 entry of this formula, charge and spin), kJ/mol: 3.08
Total charge: -1
Total energy, eV: -157694.0577
Frontier orbital gap, eV: 5.6137
Max |F|, eV/Å: 3.2



A 2-piece molecular cluster, C22H19F2N2 overall, computed with wB97M-V/def2-TZVPD.

Structure (XYZ):
```
45
Properties=species:S:1:pos:R:3:lowdin_charge:R:1
C -4.354 -1.555 -0.697 -0.06
C -2.979 -2.122 -0.706 -0.28
C -1.891 -1.280 -0.724 0.02
C -0.597 -1.824 -0.719 -0.23
C -0.437 -3.230 -0.698 -0.19
C -1.543 -4.085 -0.681 -0.01
C -2.791 -3.522 -0.686 -0.04
N 0.919 -3.451 -0.692 0.16
C 1.515 -2.202 -0.707 -0.37
C 2.982 -2.014 -0.698 -0.01
N 0.632 -1.224 -0.727 0.15
H -5.106 -2.343 -0.694 0.08
H -4.520 -0.941 0.188 0.08
H -4.532 -0.936 -1.575 0.08
H -2.023 -0.215 -0.734 0.09
H -1.400 -5.153 -0.661 0.11
H -3.661 -4.157 -0.670 0.11
H 1.384 -4.361 -0.659 0.18
H 3.226 -0.951 -0.717 0.06
H 3.420 -2.451 0.202 0.09
H 3.435 -2.485 -1.572 0.09
F -3.233 2.471 1.558 0.09
C -2.394 2.524 0.494 -0.23
C -2.883 2.776 -0.776 0.05
C -2.023 2.811 -1.857 -0.03
C -0.679 2.589 -1.683 0.01
C -0.138 2.323 -0.407 -0.17
C 1.261 2.108 -0.309 0.15
C 2.107 1.877 0.806 -0.17
C 3.497 1.785 0.578 0.00
C 4.377 1.566 1.609 -0.03
C 3.917 1.433 2.905 0.06
C 2.562 1.518 3.173 -0.22
F 2.101 1.384 4.442 0.09
C 1.681 1.733 2.142 0.09
C -1.049 2.310 0.669 0.08
H -3.938 2.944 -0.895 0.14
H -2.414 3.023 -2.839 0.13
H -0.019 2.636 -2.532 0.13
H 1.778 2.134 -1.255 0.13
H 3.872 1.902 -0.424 0.13
H 5.435 1.502 1.413 0.13
H 4.591 1.253 3.722 0.14
H 0.654 1.758 2.421 0.10
H -0.744 2.141 1.674 0.10
```

Properties
LUMO level, eV: -6.06
Relative energy (zero: lowest compared OMol25 entry of this formula, charge and spin), kJ/mol: 43.48
Total charge: +1
Total energy, eV: -31530.8074
Frontier orbital gap, eV: 4.5063
Max |F|, eV/Å: 1.3



C26H31BF4IrN4OS as an isolated structure, computed with wB97M-V/def2-TZVPD.

Structure (XYZ):
```
69
Properties=species:S:1:pos:R:3:lowdin_spin:R:1
Ir -0.135 -0.653 1.535 0.13
N -0.690 -4.106 4.000 0.00
C -0.495 -2.860 3.501 0.00
S -1.356 -2.473 2.007 0.00
N 0.224 -2.014 4.157 0.00
N 0.271 -0.792 3.515 0.00
C 0.680 0.225 4.171 0.01
C 0.507 1.573 3.659 0.00
C 1.182 2.618 4.301 0.00
C 0.988 3.934 3.942 0.00
C 0.078 4.227 2.928 0.00
C -0.612 3.218 2.287 0.00
C -0.416 1.877 2.632 0.00
O -1.162 0.972 1.971 0.00
H -0.984 -4.825 3.363 0.00
H -0.067 -4.384 4.740 0.00
H 1.098 0.065 5.160 0.00
H 1.872 2.368 5.098 0.00
H 1.528 4.725 4.446 0.00
H -0.094 5.256 2.637 0.00
H -1.325 3.435 1.502 0.00
C -3.046 -2.234 -4.316 -0.01
C -2.969 -1.751 -2.892 0.00
C -4.101 -1.745 -2.075 0.11
C -4.046 -1.308 -0.755 -0.01
C -5.272 -1.292 0.116 -0.01
C -2.831 -0.887 -0.244 0.10
C -1.663 -0.886 -1.035 0.03
C -1.766 -1.312 -2.376 0.09
N -0.490 -0.472 -0.449 0.46
C 0.598 0.185 -1.208 0.03
C 1.553 -0.821 -1.874 0.02
C 2.691 -0.048 -2.556 0.00
C 2.111 0.920 -3.592 0.00
C 1.205 1.943 -2.899 0.00
C 2.007 2.724 -1.858 0.00
C 2.566 1.747 -0.826 0.00
C 3.491 0.737 -1.512 0.00
C 1.412 0.980 -0.166 0.00
C 0.045 1.211 -2.215 0.01
H -4.058 -2.541 -4.574 0.00
H -2.384 -3.087 -4.474 0.00
H -2.744 -1.449 -5.011 0.00
H -5.046 -2.087 -2.482 0.01
H -6.158 -1.590 -0.442 0.00
H -5.445 -0.296 0.524 0.00
H -5.154 -1.974 0.959 0.00
H -2.785 -0.498 0.764 0.00
H -0.892 -1.346 -3.007 0.00
H 1.040 -1.440 -2.610 0.00
H 1.954 -1.486 -1.107 0.00
H 3.344 -0.770 -3.051 0.00
H 1.544 0.369 -4.350 0.00
H 2.923 1.438 -4.110 0.00
H 0.791 2.631 -3.641 0.00
H 1.367 3.468 -1.372 0.00
H 2.826 3.265 -2.341 0.00
H 3.108 2.285 -0.046 0.00
H 3.916 0.055 -0.773 0.00
H 4.317 1.264 -1.998 0.00
H 0.751 1.689 0.350 0.00
H 1.860 0.304 0.571 0.00
H -0.577 0.738 -2.973 0.00
H -0.590 1.919 -1.673 0.00
F 2.955 -3.257 2.479 0.00
B 2.776 -2.198 1.635 0.00
F 1.314 -2.211 1.236 0.00
F 3.478 -2.306 0.450 0.00
F 2.981 -0.964 2.248 0.00
```

Properties
LUMO level (spin up / spin down), eV: -0.62 / -2.01
Relative energy (zero: lowest compared OMol25 entry of this formula, charge and spin), kJ/mol: 16.18
Total charge: 0
Multiplicity: 2
Total energy, eV: -60700.9550
Frontier orbital gap (spin up / spin down), eV: 7.3109 / 5.9525
Max |F|, eV/Å: 0.9



One molecule with the formula C6H10O, computed with wB97M-V/def2-TZVPD.

Structure (XYZ):
```
17
Properties=species:S:1:pos:R:3:lowdin_charge:R:1
O 0.112 -1.717 1.017 -0.06
C -0.919 -0.761 1.015 -0.29
C -1.397 -0.423 -0.394 -0.17
C -0.220 -0.056 -1.317 -0.18
C 0.847 0.889 -0.736 -0.24
C 0.925 1.357 0.686 -0.04
C 1.845 0.518 0.332 -0.04
H 0.928 -1.228 0.806 0.05
H -1.711 -1.122 1.675 0.12
H -0.563 0.174 1.466 0.08
H -1.946 -1.268 -0.830 0.11
H -2.103 0.416 -0.330 0.11
H -0.615 0.421 -2.223 0.10
H 0.260 -0.983 -1.658 0.11
H 1.199 1.613 -1.474 0.11
H 0.548 2.069 1.401 0.11
H 2.811 0.102 0.564 0.11
```

Properties
LUMO level, eV: 1.08
Relative energy (zero: lowest compared OMol25 entry of this formula, charge and spin), kJ/mol: 269.97
Total charge: 0
Structure (SMILES): OCCCC1C=C1
Total energy, eV: -8428.4423
Frontier orbital gap, eV: 10.4841
Max |F|, eV/Å: 0.5



A 8-piece molecular cluster, C66H74N2Si overall, computed with wB97M-V/def2-TZVPD.

Structure (XYZ):
```
143
Properties=species:S:1:pos:R:3:lowdin_charge:R:1
C 2.553 -2.220 -0.491 -0.19
Si 1.445 -2.105 -2.032 0.57
C 0.148 -3.529 -1.899 -0.18
C 0.449 -0.486 -2.186 -0.24
C 1.015 0.752 -1.368 -0.23
C 1.815 1.818 -2.245 -0.20
C 0.915 2.717 -3.203 -0.21
C 0.547 2.041 -4.587 -0.19
C -1.016 1.693 -4.525 -0.22
C -1.381 0.480 -5.465 -0.20
C -2.962 0.358 -5.615 -0.15
C -3.447 -0.651 -4.497 -0.14
C -4.180 -0.145 -3.360 -0.02
C -4.660 -1.132 -2.310 -0.07
C -4.361 -2.528 -2.502 -0.04
C -3.571 -3.075 -3.664 -0.20
N -3.365 -4.447 -3.695 0.11
C -2.620 -4.763 -4.788 -0.11
C -2.132 -3.816 -5.826 -0.09
N -2.385 -2.482 -5.796 0.12
C -3.105 -2.108 -4.671 -0.16
C 2.367 -2.393 -3.671 -0.23
C 3.377 -1.414 -4.136 -0.10
C 4.125 -1.510 -5.390 -0.08
C 3.885 -2.680 -6.248 -0.09
C 2.915 -3.703 -5.820 -0.08
C 2.150 -3.567 -4.560 -0.08
H 1.881 -2.221 0.413 0.04
H 3.325 -1.398 -0.448 0.04
H 3.037 -3.245 -0.519 0.03
H -0.428 -3.586 -2.873 0.02
H 0.695 -4.503 -1.766 0.03
H -0.578 -3.352 -1.053 0.03
H -0.585 -0.702 -1.770 0.08
H 0.303 -0.292 -3.281 0.05
H 1.713 0.429 -0.538 0.09
H 0.160 1.273 -0.838 0.10
H 2.653 1.389 -2.856 0.09
H 2.302 2.530 -1.506 0.10
H -0.008 3.122 -2.687 0.10
H 1.532 3.637 -3.452 0.10
H 1.060 1.040 -4.724 0.10
H 0.728 2.683 -5.487 0.11
H -1.625 2.602 -4.781 0.11
H -1.272 1.373 -3.471 0.10
H -0.882 0.581 -6.471 0.12
H -1.039 -0.465 -4.957 0.09
H -3.477 1.350 -5.522 0.11
H -3.236 -0.104 -6.600 0.11
H -4.393 0.956 -3.285 0.11
H -5.215 -0.695 -1.450 0.10
H -4.747 -3.250 -1.732 0.11
H -2.362 -5.849 -4.925 0.11
H -1.547 -4.211 -6.695 0.11
H 3.582 -0.541 -3.472 0.08
H 4.847 -0.703 -5.653 0.09
H 4.487 -2.755 -7.186 0.09
H 2.791 -4.585 -6.500 0.09
H 1.428 -4.372 -4.284 0.08
C 5.312 -1.499 2.466 -0.10
C 4.085 -1.881 2.994 -0.10
C 3.502 -1.134 4.010 -0.09
C 4.149 -0.006 4.501 -0.10
C 5.380 0.372 3.979 -0.10
C 5.962 -0.374 2.960 -0.09
H 5.764 -2.078 1.668 0.10
H 3.582 -2.762 2.613 0.10
H 2.543 -1.431 4.420 0.10
H 3.693 0.579 5.292 0.09
H 5.887 1.248 4.367 0.09
H 6.921 -0.078 2.552 0.10
C -9.940 1.237 -1.903 -0.10
C -8.885 1.459 -2.780 -0.10
C -8.010 0.425 -3.092 -0.10
C -8.189 -0.831 -2.525 -0.10
C -9.239 -1.051 -1.641 -0.09
C -10.115 -0.018 -1.332 -0.10
H -10.626 2.041 -1.665 0.10
H -8.744 2.440 -3.221 0.10
H -7.189 0.597 -3.779 0.09
H -7.508 -1.638 -2.771 0.09
H -9.374 -2.029 -1.194 0.10
H -10.936 -0.191 -0.644 0.10
C -1.029 5.565 0.585 -0.09
C -1.987 5.819 1.561 -0.11
C -2.230 4.881 2.558 -0.10
C -1.518 3.688 2.577 -0.09
C -0.567 3.433 1.596 -0.10
C -0.320 4.369 0.602 -0.10
H -0.836 6.299 -0.189 0.10
H -2.544 6.749 1.544 0.10
H -2.974 5.080 3.321 0.10
H -1.705 2.957 3.355 0.10
H -0.016 2.499 1.607 0.10
H 0.424 4.160 -0.159 0.09
C -2.771 -2.881 0.990 -0.10
C -3.295 -3.977 1.665 -0.09
C -3.236 -4.032 3.053 -0.10
C -2.647 -2.994 3.765 -0.10
C -2.114 -1.903 3.089 -0.10
C -2.177 -1.845 1.702 -0.09
H -2.823 -2.835 -0.092 0.07
H -3.752 -4.788 1.109 0.10
H -3.648 -4.885 3.579 0.10
H -2.602 -3.036 4.847 0.10
H -1.650 -1.095 3.644 0.10
H -1.764 -0.993 1.174 0.10
C 6.279 4.413 8.539 -0.10
C 5.104 3.679 8.429 -0.10
C 5.119 2.429 7.822 -0.10
C 6.309 1.914 7.322 -0.10
C 7.482 2.651 7.424 -0.10
C 7.468 3.900 8.033 -0.10
H 6.268 5.385 9.018 0.10
H 4.175 4.082 8.817 0.10
H 4.203 1.855 7.740 0.10
H 6.321 0.937 6.851 0.09
H 8.409 2.252 7.028 0.10
H 8.383 4.474 8.115 0.10
C -1.550 8.019 7.034 -0.10
C -0.897 7.607 5.879 -0.09
C -1.482 7.820 4.636 -0.10
C -2.723 8.440 4.549 -0.10
C -3.380 8.843 5.705 -0.10
C -2.794 8.634 6.948 -0.10
H -1.091 7.859 8.003 0.10
H 0.070 7.121 5.946 0.10
H -0.971 7.502 3.735 0.09
H -3.178 8.608 3.580 0.10
H -4.351 9.321 5.638 0.10
H -3.306 8.950 7.849 0.10
C 5.635 -6.835 -0.135 -0.10
C 4.805 -5.935 -0.793 -0.10
C 3.854 -6.398 -1.694 -0.09
C 3.735 -7.760 -1.941 -0.09
C 4.571 -8.659 -1.289 -0.10
C 5.520 -8.197 -0.386 -0.10
H 6.373 -6.474 0.572 0.10
H 4.900 -4.872 -0.603 0.09
H 3.204 -5.695 -2.205 0.09
H 2.991 -8.121 -2.641 0.10
H 4.482 -9.722 -1.486 0.10
H 6.171 -8.898 0.124 0.10
```

Properties
LUMO level, eV: -0.52
Total charge: 0
Structure (SMILES): C[Si](C)(CCCCCCCCc1cccc2nccnc12)c1ccccc1.c1ccccc1.c1ccccc1.c1ccccc1.c1ccccc1.c1ccccc1.c1ccccc1.c1ccccc1
Total energy, eV: -80497.9177
Frontier orbital gap, eV: 8.1701
Max |F|, eV/Å: 3.8



Question: Which of these has the lowest max |F|?
Answer: C6H10O